76
Properties=species:S:1:pos:R:3:forces:R:3 method="wB97M-V/def2-TZVPD" orbital_gap_ev="2.9 / 5.5" total_charge=-2 s2=8.780 e_homo_ev="0.933 / -1.676" multiplicity=6 relative_energy_ev=0.142
Ru 0.4868 1.0985 0.8131 -0.29 0.36 0.16
Cl 0.8246 8.0644 -0.1836 0.01 -0.02 0.01
Cl 2.6644 7.7112 2.3445 -0.01 -0.03 -0.02
Cl -0.5896 5.5296 -1.4333 0.04 0.01 0.05
Cl 3.0864 4.8255 3.5659 -0.03 0.01 -0.05
S 2.8177 0.6086 -0.2326 -0.03 -0.07 0.04
S -1.4154 -0.1767 -0.1240 0.04 -0.03 0.01
O 0.0478 3.0236 -0.0282 0.07 0.02 0.05
O 1.4637 -1.8116 -0.9513 0.00 0.09 0.01
O 1.6503 2.7180 2.0747 0.09 0.04 -0.06
O 1.1076 -0.0392 -2.3917 0.00 0.00 -0.01
N -1.1329 1.1042 2.7363 -0.05 -0.03 -0.02
N 1.4888 -0.3000 2.5475 0.04 -0.07 -0.05
C 1.0834 6.4878 0.5082 0.00 0.01 0.00
C 5.6704 -0.8965 2.0568 0.03 -0.01 -0.03
C 1.8946 6.3300 1.6142 -0.01 0.00 0.01
C 0.6967 -2.2127 -2.0006 -0.04 -0.04 -0.01
C -1.8451 -1.4913 -6.3827 -0.03 -0.01 0.01
C -1.1148 -3.8590 -6.4022 0.00 0.00 -0.01
C -2.6252 -0.0630 1.1386 0.05 0.00 0.00
C 2.0915 5.0504 2.1531 0.06 0.02 0.07
C 1.0273 0.3407 3.7781 0.00 -0.01 0.02
C 4.8701 -0.7709 0.9505 -0.14 0.02 0.12
C -1.2518 2.5479 2.9931 0.01 -0.04 0.00
C -0.2709 -1.2750 -4.0103 -0.05 -0.03 -0.04
C 2.9421 -0.3627 2.4107 -0.06 0.02 0.00
C 5.1510 -0.7358 3.3571 -0.06 0.03 0.06
C 1.5037 3.9052 1.6021 0.04 -0.16 0.11
C -4.6727 -0.0280 3.0952 0.00 0.01 0.01
C 0.1588 -3.4501 -2.2570 -0.02 -0.03 -0.01
C 0.6406 4.0776 0.4599 -0.11 0.10 -0.16
C -3.8987 -0.6111 0.8974 0.03 0.00 -0.02
C 0.9410 -1.6606 2.3969 0.03 0.03 0.00
C 0.4824 -1.1512 -2.8670 0.03 0.07 0.05
C 3.7610 -0.5021 3.4991 0.14 -0.01 -0.09
C -3.1255 -3.1702 -5.0804 0.01 0.01 0.00
C -0.8380 -2.5244 -4.2935 0.03 -0.02 0.02
C -0.4912 0.4059 3.8615 -0.03 -0.01 0.05
C 3.4666 -0.4795 1.0735 0.10 -0.01 -0.09
C -1.7175 -2.7519 -5.5266 0.02 0.02 0.02
C -2.4145 0.5200 2.3997 0.04 -0.01 -0.06
C -0.6094 -3.5846 -3.4145 0.00 0.02 -0.01
C -3.4289 0.5239 3.3523 -0.03 0.00 0.01
C 0.4616 5.3594 -0.0533 -0.06 -0.03 -0.06
C -4.9015 -0.5958 1.8458 -0.02 0.00 0.02
B 1.6779 -0.4313 -1.1611 0.18 -0.24 -0.09
H 5.2947 -0.8908 -0.0415 0.00 0.01 -0.01
H -3.2311 0.9707 4.3210 0.00 0.00 0.00
H 1.1311 -2.2464 3.3086 -0.01 -0.01 -0.01
H -0.4249 -0.4079 -4.6360 0.00 -0.01 0.00
H 5.7892 -0.7907 4.2299 0.00 -0.01 -0.01
H -1.0523 -4.5517 -3.6228 0.00 0.00 0.00
H -0.7521 0.8881 4.8157 -0.03 0.01 -0.01
H 6.7237 -1.1294 1.9216 0.00 0.00 0.01
H -1.7418 -4.0311 -7.2825 0.00 0.00 0.00
H -4.0723 -1.0600 -0.0731 0.00 0.00 0.00
H 3.3450 -0.4696 4.4998 -0.02 0.00 0.00
H 0.3105 -4.2774 -1.5765 0.00 0.00 0.00
H -0.2704 2.9378 3.2540 0.00 0.00 0.00
H -1.5860 3.0487 2.0849 -0.01 0.00 0.00
H -0.8720 -1.1518 -6.7416 0.00 0.00 -0.01
H -1.0305 -4.7996 -5.8567 0.00 0.01 0.00
H 1.4732 1.3343 3.8133 0.01 0.00 0.00
H -0.1150 -3.5777 -6.7393 0.00 0.00 0.00
H -0.8988 -0.6041 3.8993 0.00 0.00 0.01
H -3.0985 -4.0937 -4.5009 -0.01 0.00 0.00
H -3.5703 -2.3965 -4.4525 0.00 0.00 0.00
H -0.1277 -1.6358 2.1805 0.00 0.00 0.00
H -2.4719 -1.7046 -7.2524 0.00 0.00 0.00
H 1.3472 -0.2264 4.6669 0.02 -0.01 -0.02
H -5.4477 -0.0131 3.8519 0.00 0.00 0.00
H -2.3092 -0.6751 -5.8265 0.01 0.00 0.00
H -5.8670 -1.0316 1.6124 0.00 0.00 0.00
H -3.7708 -3.3294 -5.9500 0.00 0.00 0.00
H 1.4427 -2.1305 1.5542 0.00 -0.01 0.00
H -1.9627 2.7477 3.8066 0.01 0.01 0.01